No. 1
Below is a 6-piece molecular cluster, C2H14O6 overall at a distorted geometry, with properties calculated with wB97M-V/def2-TZVPD.

```
! RIJCOSX wB97M-V def2-TZVPD def2/J DEFGRID3
* xyz 1 2
C -3.1957 0.9775 0.6965
C -2.2335 0.7016 -0.2854
O -1.2120 0.0332 -0.0167
H -3.7632 1.8800 0.4999
H -3.2707 0.3397 1.5556
H -2.2205 1.1797 -1.2717
H -0.5857 -0.0739 -0.8442
H 0.2656 -1.3231 -2.3517
H 1.2647 -0.2909 -1.6869
O 0.3331 -0.4315 -1.9852
H 3.6763 -0.5154 -1.0961
H 2.8504 0.5077 -0.2912
O 2.8767 0.0098 -1.1463
H 3.4451 1.3570 1.6421
H 2.1450 0.5765 1.9073
O 2.5549 1.2079 1.3050
H 0.2065 1.5694 2.1471
H -0.2014 0.0767 1.7581
O -0.0993 0.7161 2.4706
H -1.6163 -3.2503 -1.1419
H -0.5376 -2.2069 -0.7075
O -0.6824 -3.0408 -1.1574
*
```

## Properties
**Kohn-Sham gap (spin up / spin down)**: 10.74 / 7.35 eV
**Lowest unoccupied orbital energy (spin up / spin down)**: -4.262 / -7.653 eV
**Calculated total energy**: -14577.5502 eV
**ΔE to the lowest compared entry with this formula, charge and spin**: 0.388 eV
**HOMO energy (spin up / spin down)**: -15.005 / -15.004 eV

Atomic partial charges in e from the Mulliken method, atoms 1 to 2: C -0.66; C 0.37

No. 2
Below is C2H15B3Be2Cl5 as an isolated structure at a distorted geometry, with properties calculated with wB97M-V/def2-TZVPD.

```
! RIJCOSX wB97M-V def2-TZVPD def2/J DEFGRID3
* xyz 1 1
Be -0.6351 -0.6709 1.4046
Be -1.7660 -1.0277 -1.3532
B -2.0653 -1.5368 0.4685
H -1.1032 -1.7868 0.0488
H -2.1268 -2.0109 1.4358
H -2.1066 -0.4598 0.5213
H -2.8242 -1.9004 -0.2069
B 0.6510 0.0340 2.4876
H 0.3977 0.7674 1.7378
H -0.2542 -0.0963 3.0603
H 0.9168 -0.8694 1.9608
H 1.4253 0.3628 3.1632
B -0.3407 -0.1533 -0.4052
H 0.5196 0.3113 0.0513
H -1.2486 0.2117 0.0495
H -0.3412 -0.0116 -1.4749
H -0.2315 -1.2192 -0.2783
C -0.3547 2.3649 -1.0970
Cl -1.9980 1.8011 -1.5481
Cl -0.3027 4.1455 -0.9915
Cl 0.8998 1.6675 -2.1647
H -0.1654 1.9632 -0.1015
C 2.5083 -0.4028 -1.4282
Cl 3.6914 0.8180 -1.7409
Cl 2.7256 -1.1993 0.1602
H 1.5280 0.0573 -1.5518
H 2.6002 -1.1596 -2.2073
*
```

## Properties
**Kohn-Sham gap**: 6.10 eV
**Lowest unoccupied orbital energy**: -7.326 eV
**Calculated total energy**: -67739.3000 eV
**ΔE to the lowest compared entry with this formula, charge and spin**: 0.000 eV
**HOMO energy**: -13.423 eV

Atomic partial charges in e from the Mulliken method, atoms 1 to 2: Be -0.90; Be 0.30

No. 3
Below is a 4-piece molecular cluster, C2H15N2O3 overall at a distorted geometry, with properties calculated with wB97M-V/def2-TZVPD.

```
! RIJCOSX wB97M-V def2-TZVPD def2/J DEFGRID3
* xyz 1 1
N 0.2029 1.1261 -0.7897
C 0.1839 -0.1788 -0.0706
C -1.2258 -0.8680 -0.2908
N -1.1865 -2.1787 0.3002
H -0.5772 1.7015 -0.4420
H 0.2098 1.0668 -1.8140
H 1.0583 1.5983 -0.5137
H 0.6305 0.1190 0.8749
H 0.9394 -0.8257 -0.5887
H -1.4437 -0.9944 -1.3816
H -1.9719 -0.1424 0.1427
H -1.6360 -2.8487 -0.3609
H -1.7025 -2.3251 1.1359
H 3.0863 2.1893 -1.4946
H 3.6188 2.0825 -0.0565
O 2.8752 2.0203 -0.6015
H -2.7126 2.5775 0.4494
H -2.0251 1.9986 1.8285
O -1.9377 2.0929 0.7952
H 0.4279 -2.6222 0.7809
H 1.8541 -3.1884 0.9205
O 1.3320 -2.4004 1.1763
*
```

## Properties
**Kohn-Sham gap**: 10.41 eV
**Lowest unoccupied orbital energy**: -2.976 eV
**Calculated total energy**: -11433.7727 eV
**ΔE to the lowest compared entry with this formula, charge and spin**: 0.812 eV
**HOMO energy**: -13.386 eV

Atomic partial charges in e from the Mulliken method, atoms 1 to 2: N -0.15; C -0.82

No. 4
Below is a 6-piece molecular cluster, C2H15NO5 overall at a distorted geometry, with properties calculated with wB97M-V/def2-TZVPD.

```
! RIJCOSX wB97M-V def2-TZVPD def2/J DEFGRID3
* xyz 0 1
C 0.9191 -0.8154 1.0049
C 0.7228 0.6445 0.7191
N 1.5856 1.1027 -0.2429
H 0.7123 -1.3406 0.0616
H 1.9690 -1.0399 1.2138
H 0.2300 -1.0608 1.8019
H -0.3698 0.7425 0.3525
H 0.8285 1.3733 1.5451
H -1.4127 2.9278 2.3662
H 1.6136 2.0688 -0.5148
O -0.9920 2.5087 1.5942
H 1.9018 0.3811 -0.9065
H 2.1621 -1.7922 -2.3825
O 1.8805 -0.9800 -1.9459
H -1.1458 -1.6577 -0.8412
H -1.4941 -1.4610 0.6071
O -1.2939 -2.1880 -0.0427
H -0.9597 -0.3662 -2.8825
H 0.4870 -0.5324 -2.2422
O -0.4688 -0.2389 -2.0680
H -1.3409 1.5808 1.4606
H -2.6183 -0.1142 1.4954
O -1.6953 0.1107 1.4047
*
```

## Properties
**Kohn-Sham gap**: 4.39 eV
**Lowest unoccupied orbital energy**: -5.170 eV
**Calculated total energy**: -14037.3386 eV
**ΔE to the lowest compared entry with this formula, charge and spin**: 8.092 eV
**HOMO energy**: -9.564 eV

Atomic partial charges in e from the Mulliken method, atoms 1 to 2: C -1.45; C 0.05

No. 5
Below is a 5-piece molecular cluster, C2H16N2O4 overall at a distorted geometry, with properties calculated with wB97M-V/def2-TZVPD.

```
! RIJCOSX wB97M-V def2-TZVPD def2/J DEFGRID3
* xyz 0 1
C 1.7732 -1.4731 -1.0933
N 0.9356 -0.6964 -0.1899
C 1.8617 0.1435 0.7996
N 1.9672 -0.8671 1.9509
H 2.3571 -0.7382 -1.8381
H 2.3660 -2.2072 -0.6188
H 1.3661 -1.9695 -2.0331
H 0.3156 -0.0172 -0.7077
H 1.4983 1.0468 1.2390
H 2.8943 0.2360 0.1823
H 1.0195 -0.9246 2.5375
H 1.8096 -1.8844 1.6787
O -1.4521 -2.1080 0.5363
H -0.7267 -1.7112 0.9643
H -1.0090 -2.5620 -0.2834
O -4.8521 -2.3266 2.6852
H -4.3724 -2.9286 2.2639
H -4.5518 -1.4501 2.3346
O 0.1747 2.6348 -3.6550
H 0.9687 2.9424 -4.0936
H -0.4170 3.1914 -4.0236
O -1.3407 4.6058 0.0922
H -1.6200 3.7655 0.4919
H -0.9657 5.2981 0.7800
*
```

## Properties
**Kohn-Sham gap**: 9.55 eV
**Lowest unoccupied orbital energy**: 0.433 eV
**Calculated total energy**: -13500.4196 eV
**ΔE to the lowest compared entry with this formula, charge and spin**: 4.512 eV
**HOMO energy**: -9.113 eV
**SMILES**: CNCN.O.O.O.O

Atomic partial charges in e from the Mulliken method, atoms 1 to 2: C -1.06; N -0.26

No. 6
Below is a 6-piece molecular cluster, C2H16O6 overall at a distorted geometry, with properties calculated with wB97M-V/def2-TZVPD.

```
! RIJCOSX wB97M-V def2-TZVPD def2/J DEFGRID3
* xyz 0 1
C -0.9153 -2.0199 -1.4783
C 0.5281 -2.2393 -1.0145
O 0.8703 -3.4457 -0.3574
H -1.6111 -1.7207 -0.6945
H -0.9318 -1.3556 -2.3385
H -1.3543 -2.9735 -1.7944
H 0.6927 -1.4292 -0.2868
H 1.1567 -2.1378 -1.8956
H 0.4905 -3.4260 0.5263
O 2.8005 1.7634 1.0252
H 2.1752 1.6868 0.2898
H 2.8264 2.7136 1.1768
O -2.1390 2.3108 -1.5100
H -2.6535 1.7899 -0.8728
H -1.8900 3.0352 -0.9242
O 0.3757 1.6557 -0.4591
H 0.7283 0.7604 -0.5936
H -0.3566 1.6980 -1.1042
O 1.0188 -0.2979 2.3754
H 1.0912 0.6018 2.7145
H 1.7966 -0.7371 2.7400
O -1.8334 1.5128 1.3145
H -1.0789 1.0380 0.9270
H -1.7871 1.2163 2.2343
*
```

## Properties
**Kohn-Sham gap**: 10.75 eV
**Lowest unoccupied orbital energy**: 0.372 eV
**Calculated total energy**: -14618.3433 eV
**ΔE to the lowest compared entry with this formula, charge and spin**: 0.842 eV
**HOMO energy**: -10.373 eV
**SMILES**: CCO.O.O.O.O.O

Atomic partial charges in e from the Mulliken method, atoms 1 to 2: C -1.00; C 0.12

No. 7
Below is a 6-piece molecular cluster, C2H18NO5 overall at a distorted geometry, with properties calculated with wB97M-V/def2-TZVPD.

```
! RIJCOSX wB97M-V def2-TZVPD def2/J DEFGRID3
* xyz 1 1
C -1.2141 -1.7329 1.2807
N 0.2037 -1.2516 1.2183
C 0.5714 -0.3062 2.3469
H -1.5985 -2.4273 0.4938
H -1.2870 -2.3766 2.1861
H -1.8870 -0.8485 1.4105
H 0.4459 -0.7716 0.3150
H 0.8924 -2.0471 1.1500
H 1.5836 -0.4568 2.6800
H -0.1986 -0.6252 3.1361
H 0.2933 0.6608 1.9778
H -0.0388 0.9195 -3.2277
H 1.3357 1.0056 -2.7480
O 0.7471 1.4691 -3.3348
H -2.0752 -0.5571 -2.7585
H -0.8181 -1.2161 -2.7879
O -1.1775 -0.3868 -2.4352
H 1.4777 2.5948 -0.9071
H 0.2971 1.6426 -1.2635
O 1.0236 1.6965 -0.6394
H 2.4317 0.5278 -0.1394
H 2.8325 -0.7063 -0.8496
O 2.1111 -0.3996 -0.2708
H -2.5755 2.3494 1.1746
H -1.3304 1.7012 0.6873
O -2.0461 1.5426 1.3049
*
```

## Properties
**Kohn-Sham gap**: 11.11 eV
**Lowest unoccupied orbital energy**: -3.064 eV
**Calculated total energy**: -14086.8438 eV
**ΔE to the lowest compared entry with this formula, charge and spin**: 1.874 eV
**HOMO energy**: -14.177 eV

Atomic partial charges in e from the Mulliken method, atoms 1 to 2: C -0.80; N -0.13

No. 8
Below is a 7-piece molecular cluster, C2H18O6 overall at a distorted geometry, with properties calculated with wB97M-V/def2-TZVPD.

```
! RIJCOSX wB97M-V def2-TZVPD def2/J DEFGRID3
* xyz 0 1
C -0.4335 0.5763 -1.6937
C -0.4832 -0.4544 -2.8420
H -0.4067 0.2303 -0.6103
H -1.4230 1.0599 -1.6765
H 0.3151 1.2583 -1.9301
H -0.4969 -1.4562 -2.3633
H -1.4938 -0.5259 -3.2610
H 0.2820 -0.1767 -3.6269
O 3.8814 0.1187 -0.2011
H 3.3686 0.6721 0.3104
H 3.2002 -0.5848 -0.2018
O -3.5844 -0.5593 0.8415
H -3.8812 -1.0708 1.5462
H -2.9156 -1.1721 0.6160
O -1.4259 1.4856 1.7046
H -1.8793 1.9754 2.4812
H -2.1246 1.0478 1.2879
O -0.5982 -0.8875 2.6343
H -0.2070 -0.9989 3.5033
H -0.4839 0.0429 2.3685
O 1.9084 3.0158 1.3749
H 0.8837 2.8558 1.1668
H 2.3279 3.2325 0.6895
O 2.1787 -3.0594 -0.7503
H 1.7089 -3.1731 0.0753
H 1.7823 -3.4521 -1.4435
*
```

## Properties
**Kohn-Sham gap**: 11.28 eV
**Lowest unoccupied orbital energy**: 0.211 eV
**Calculated total energy**: -14649.0612 eV
**ΔE to the lowest compared entry with this formula, charge and spin**: 2.465 eV
**HOMO energy**: -11.068 eV
**SMILES**: CC.O.O.O.O.O.O

Atomic partial charges in e from the Mulliken method, atoms 1 to 2: C -0.64; C -0.87

No. 9
Below is a 7-piece molecular cluster, C2H18O7 overall at a distorted geometry, with properties calculated with wB97M-V/def2-TZVPD.

```
! RIJCOSX wB97M-V def2-TZVPD def2/J DEFGRID3
* xyz 0 1
C 5.5819 8.5060 10.2140
O 5.0811 7.7999 9.1234
H 6.0382 7.7644 10.8482
H 6.3400 9.1839 9.8711
H 4.8359 9.0414 10.7969
H 5.5473 8.0117 8.2884
C 5.9470 4.1493 8.5193
O 4.8467 3.5334 7.8266
H 6.2791 4.9774 7.9065
H 5.6512 4.5476 9.4627
H 6.7398 3.4290 8.7339
H 5.1382 3.3693 6.9276
O 6.1558 7.8004 6.6684
H 5.4434 7.3812 6.1555
H 6.4080 8.5882 6.1943
O 3.6491 8.7709 3.7198
H 4.2629 9.4156 4.1469
H 3.7962 8.8392 2.7698
O 5.7391 3.5921 4.4258
H 4.8376 3.9157 4.3348
H 6.0621 3.5565 3.5371
O 2.9337 6.1092 7.5566
H 3.3817 5.2493 7.6637
H 3.5243 6.6122 8.1572
O 3.8299 6.2663 4.8672
H 3.6036 7.1197 4.4445
H 3.3808 6.3193 5.7089
*
```

## Properties
**Kohn-Sham gap**: 10.02 eV
**Lowest unoccupied orbital energy**: -0.016 eV
**Calculated total energy**: -16698.1948 eV
**ΔE to the lowest compared entry with this formula, charge and spin**: 0.855 eV
**HOMO energy**: -10.040 eV
**SMILES**: CO.CO.O.O.O.O.O

Atomic partial charges in e from the Mulliken method, atoms 1 to 2: C -0.64; O -0.49

No. 10
Below is a 9-piece molecular cluster, C2H21O9 overall at a distorted geometry, with properties calculated with wB97M-V/def2-TZVPD.

```
! RIJCOSX wB97M-V def2-TZVPD def2/J DEFGRID3
* xyz -1 1
C -21.0340 16.1870 -11.3540
C -20.4390 17.5830 -11.1400
O -19.1160 17.4660 -10.6850
H -20.8840 15.8520 -12.3690
H -22.1120 16.1600 -11.2710
H -20.7060 15.3750 -10.6680
H -21.0110 18.1210 -10.3880
H -20.5130 18.2300 -12.0620
O -19.3090 15.9120 -8.4770
H -19.4420 16.4650 -9.2610
H -18.4760 16.2910 -8.1160
O -17.5310 18.9240 -12.3190
H -17.6680 18.6170 -13.1960
H -18.2310 18.4070 -11.9130
O -18.3620 19.5660 -9.3240
H -18.7990 20.4080 -9.2570
H -18.7500 18.8460 -9.9010
O -19.4530 13.3810 -11.9800
H -19.1000 14.3040 -12.0510
H -19.4510 13.1030 -11.0580
O -23.0280 14.2130 -9.4650
H -22.4040 14.8020 -9.7910
H -23.2740 14.4660 -8.5740
O -21.6480 16.9810 -7.6680
H -21.4520 17.8890 -7.6960
H -20.8590 16.4840 -7.9710
O -17.7970 15.6820 -12.1880
H -18.1250 15.8700 -13.0390
H -18.2490 16.3410 -11.6090
O -22.2930 12.8600 -12.2770
H -22.8420 13.6790 -12.2100
H -21.4390 13.2420 -12.4370
*
```

## Properties
**Kohn-Sham gap**: 9.10 eV
**Lowest unoccupied orbital energy**: 3.224 eV
**Calculated total energy**: -20844.2134 eV
**ΔE to the lowest compared entry with this formula, charge and spin**: 0.462 eV
**HOMO energy**: -5.874 eV

Atomic partial charges in e from the Mulliken method, atoms 1 to 2: C -1.17; C -0.27